Record 1
{
  "formula": "C22H25FN2O2",
  "method": "ωB97M-V with the def2-TZVPD basis set",
  "species": ["F", "O", "O", "N", "N", "C", "C", "C", "C", "C", "C", "C", "C", "C", "C", "C", "C", "C", "C", "C", "C", "C", "C", "C", "C", "C", "C", "H", "H", "H", "H", "H", "H", "H", "H", "H", "H", "H", "H", "H", "H", "H", "H", "H", "H", "H", "H", "H", "H", "H", "H", "H"],
  "positions_angstrom": [[-2.01477, 7.03479, -1.16730], [-1.69291, -1.77270, -0.38427], [2.62255, 1.09308, -3.54860], [1.10718, 0.91759, -1.89797], [-0.12602, -3.14246, 0.48304], [0.51704, 6.41149, -3.66186], [0.93204, 2.35492, -1.88915], [0.62073, -1.28031, -0.85600], [-0.52713, -2.06474, -0.22141], [2.13456, -1.11926, -2.80946], [1.96403, 0.39054, -2.80319], [0.96088, -1.88397, -2.21931], [-1.16941, 6.37605, -1.99146], [-0.92915, -3.79789, 2.68955], [-0.35113, -4.59734, 4.88369], [-0.23446, 2.80962, -2.78231], [0.54059, 5.02855, -3.65341], [-0.29868, 4.30731, -2.81142], [-1.23732, -2.56068, 3.24482], [-0.65598, -3.36436, 5.44200], [0.18732, 0.16450, -1.07309], [-0.34345, 7.10383, -2.82653], [-1.10110, -2.34820, 4.60189], [-1.16069, 4.99424, -1.96777], [-1.05334, -3.99686, 1.20174], [-0.48127, -4.81179, 3.52199], [-0.52358, -3.12198, 6.91441], [2.32400, -1.41982, -3.84107], [-1.17094, 2.39854, -2.40243], [1.85850, 2.79577, -2.26444], [-0.38088, 8.18135, -2.81643], [0.85602, -3.29610, 0.64877], [-0.06020, 2.42308, -3.78786], [0.08842, -1.80286, -2.87051], [-0.00521, -5.40062, 5.51850], [-0.86317, -5.04073, 0.93459], [1.17204, 6.95803, -4.32315], [1.50332, -1.31831, -0.20938], [-1.58942, -1.76727, 2.60156], [-2.05221, -3.71240, 0.85935], [3.04573, -1.33054, -2.24118], [1.21171, -2.94270, -2.12272], [0.06992, -2.22867, 7.10273], [0.10341, 0.67401, -0.10638], [-1.50630, -2.96682, 7.35920], [-0.23786, -5.77980, 3.10672], [0.76744, 2.68620, -0.86010], [-0.81233, 0.15050, -1.52756], [-0.05133, -3.96718, 7.40859], [1.21513, 4.49606, -4.30684], [-1.34590, -1.38288, 5.02141], [-1.82642, 4.46918, -1.30000]],
  "nbo_charge": [-0.328, -0.633, -0.637, -0.438, -0.607, -0.181, -0.204, -0.305, 0.689, -0.493, 0.683, -0.390, 0.411, 0.033, -0.216, -0.433, -0.227, 0.009, -0.228, -0.017, -0.205, -0.296, -0.197, -0.294, -0.267, -0.222, -0.627, 0.241, 0.209, 0.242, 0.229, 0.395, 0.226, 0.215, 0.209, 0.199, 0.217, 0.207, 0.220, 0.246, 0.225, 0.215, 0.219, 0.203, 0.221, 0.206, 0.194, 0.216, 0.215, 0.220, 0.209, 0.225],
  "orbital_gap_ev": 9.53,
  "total_charge": 0,
  "mol_weight_da": 368.5,
  "relative_energy_kcal_mol": 0.0,
  "total_energy_ev": -33014.21730,
  "smiles": "Cc1ccc(CNC(=O)[C@H]2CCC(=O)N(CCc3cccc(F)c3)C2)cc1"
}



Record 2
{
  "formula": "C3H6NO",
  "method": "ωB97M-V with the def2-TZVPD basis set",
  "species": ["O", "N", "C", "C", "C", "H", "H", "H", "H", "H", "H"],
  "positions_angstrom": [[-1.28749, 0.77023, -0.05746], [0.94511, 0.22760, -0.56281], [-0.07386, 0.89525, 0.47082], [-1.14742, -0.69465, -0.11376], [0.23478, -0.56372, 0.42590], [1.99359, 0.30372, -0.44451], [-1.87413, -1.20345, 0.50757], [1.20742, 2.52684, 1.32580], [0.74027, -1.21117, 1.03336], [0.51141, 0.02895, -1.40235], [-1.24970, -1.07959, -1.18255]],
  "nbo_charge": [-0.469, -0.593, 0.495, -0.091, -0.168, 0.469, 0.256, 0.187, 0.259, 0.425, 0.230],
  "orbital_gap_ev": [10.49, 9.02],
  "total_charge": 1,
  "mol_weight_da": 72.1,
  "relative_energy_kcal_mol": 157.8,
  "total_energy_ev": -6731.13213
}



Record 3
{
  "formula": "C5H15NO2",
  "method": "ωB97M-V with the def2-TZVPD basis set",
  "species": ["O", "O", "N", "C", "C", "C", "C", "C", "H", "H", "H", "H", "H", "H", "H", "H", "H", "H", "H", "H", "H", "H", "H"],
  "positions_angstrom": [[-0.46333, 2.01525, -2.03843], [-2.16214, 1.13440, 3.03794], [-1.89401, -0.27880, 0.08146], [-2.32917, -0.92877, -0.89998], [0.54861, -0.94657, -0.37091], [-0.58115, -0.71599, 0.64422], [2.54103, 0.61538, -0.09331], [1.94668, -0.76936, 0.23242], [-1.77099, -1.61849, -1.54428], [-0.63860, 1.39319, -1.31766], [1.89748, -0.72373, 1.30967], [0.39777, -0.28108, -1.22440], [-0.39288, -0.06637, 1.49276], [3.00941, 1.09057, 0.76149], [-1.94492, 0.57440, 2.28344], [-2.07602, 2.03663, 2.71790], [3.37911, 0.63241, -0.80223], [1.86069, 1.35843, -0.51697], [0.41878, -1.93993, -0.78265], [-0.13781, 1.53743, -2.80537], [-3.40141, -0.89310, -1.13539], [-0.84907, -1.68562, 1.07159], [2.64192, -1.54028, -0.10133]],
  "nbo_charge": [-0.943, -0.943, -0.425, -0.041, -0.421, -0.264, -0.624, -0.409, 0.143, 0.476, 0.209, 0.191, 0.198, 0.209, 0.474, 0.469, 0.209, 0.216, 0.208, 0.470, 0.176, 0.209, 0.213],
  "orbital_gap_ev": 10.61,
  "total_charge": 0,
  "mol_weight_da": 121.2,
  "relative_energy_kcal_mol": 47.1,
  "total_energy_ev": -11011.90371,
  "smiles": "C=NCCCC.O.O"
}



Record 4
{
  "formula": "C6H15O3P",
  "method": "ωB97M-V with the def2-TZVPD basis set",
  "species": ["P", "O", "O", "O", "C", "C", "C", "C", "C", "C", "H", "H", "H", "H", "H", "H", "H", "H", "H", "H", "H", "H", "H", "H", "H"],
  "positions_angstrom": [[-0.78747, -0.19457, -0.25457], [-1.24522, -1.70689, -2.29259], [-0.95200, 2.37498, -2.61485], [-2.13488, -0.22255, 0.30749], [0.55601, -1.25564, 1.77135], [1.72339, 0.73139, 0.54142], [-0.20549, 1.05591, 2.28080], [0.49530, 0.16320, 1.29144], [-0.09781, 1.33437, -2.30081], [-0.46339, -1.87204, -1.10455], [0.58860, 1.63102, 2.83806], [-0.25721, 0.55255, -2.97378], [-1.78868, 2.01841, -2.93671], [-0.45385, -1.65682, 1.71273], [-0.76362, 1.76256, 1.80402], [1.43240, 1.68110, -0.05842], [0.90746, -1.32560, 2.79471], [-0.93392, 0.49395, 2.87416], [-0.72653, -2.89321, -0.55811], [2.47241, 1.08326, 1.25000], [2.09677, -0.06189, -0.09197], [0.89990, 1.72975, -2.03389], [1.20582, -1.85677, 1.13734], [-2.12430, -1.77394, -1.96310], [0.55630, -1.79254, -1.42016]],
  "nbo_charge": [1.550, -0.722, -0.691, -1.130, -0.639, -0.626, -0.629, -0.236, -0.103, -0.421, 0.209, 0.177, 0.481, 0.220, 0.220, 0.213, 0.215, 0.230, 0.208, 0.211, 0.208, 0.187, 0.203, 0.473, 0.191],
  "orbital_gap_ev": [8.12, 8.12],
  "total_charge": 0,
  "mol_weight_da": 166.2,
  "relative_energy_kcal_mol": 68.3,
  "total_energy_ev": -21893.54653
}